C27H49As3ClIrNO7P as an isolated structure in a non-equilibrium geometry, computed with ωB97M-V/def2-TZVPD.

Positions of all 90 atoms, in Å:
Ir  0.66  0.26  -1.30
Cl  3.83  6.04  1.26
C  2.99  4.53  1.01
C  1.89  4.21  1.83
C  1.22  3.04  1.68
C  1.59  2.10  0.69
O  0.95  0.97  0.61
C  2.70  2.43  -0.14
C  3.19  1.57  -1.17
O  2.72  0.47  -1.50
C  3.40  3.66  0.04
H  1.57  4.93  2.57
H  0.35  2.80  2.29
H  4.09  1.90  -1.70
H  4.25  3.89  -0.59
C  5.00  -1.94  1.94
As  3.35  -1.06  1.37
C  3.40  0.35  2.72
C  2.06  -2.18  2.34
C  1.50  -3.40  1.60
C  2.63  -4.16  0.89
C  0.38  -3.09  0.60
As  0.33  -1.99  -1.01
C  1.45  -2.95  -2.27
C  -1.44  -2.49  -1.60
C  0.88  -4.38  2.62
As  -0.64  -3.97  3.85
C  -2.12  -4.49  2.66
C  -0.98  -2.04  3.79
H  4.97  -2.24  2.99
H  5.82  -1.24  1.80
H  5.21  -2.82  1.33
H  3.58  -0.06  3.71
H  2.46  0.89  2.71
H  4.20  1.06  2.48
H  1.24  -1.53  2.65
H  2.56  -2.52  3.25
H  3.11  -3.55  0.12
H  2.26  -5.07  0.42
H  3.40  -4.45  1.61
H  -0.48  -2.72  1.16
H  0.06  -4.04  0.15
H  1.52  -3.99  -1.97
H  2.43  -2.49  -2.32
H  0.98  -2.87  -3.25
H  -1.36  -3.47  -2.06
H  -1.79  -1.76  -2.31
H  -2.13  -2.52  -0.75
H  1.68  -4.71  3.29
H  0.54  -5.28  2.10
H  -1.93  -5.50  2.27
H  -2.24  -3.81  1.82
H  -3.04  -4.51  3.23
H  -0.25  -1.50  4.39
H  -1.96  -1.91  4.25
H  -1.01  -1.60  2.79
C  -3.70  1.67  1.31
C  -4.23  1.17  -0.03
C  -4.18  -0.35  -0.10
C  -5.64  1.67  -0.27
O  -3.46  1.74  -1.12
P  -1.89  1.82  -1.24
O  -1.24  2.82  -0.36
O  -1.36  0.36  -1.09
O  -1.74  2.16  -2.78
C  -1.10  3.34  -3.34
C  -1.19  3.15  -4.84
C  -1.86  4.59  -2.90
C  0.36  3.40  -2.90
H  -4.29  1.24  2.12
H  -3.75  2.76  1.36
H  -2.65  1.39  1.44
H  -4.87  -0.77  0.64
H  -3.17  -0.70  0.11
H  -4.48  -0.69  -1.09
H  -6.33  1.24  0.46
H  -5.97  1.38  -1.27
H  -5.68  2.76  -0.20
H  -2.24  3.12  -5.16
H  -0.73  2.21  -5.14
H  -0.69  3.97  -5.35
H  -2.90  4.52  -3.22
H  -1.41  5.47  -3.36
H  -1.82  4.70  -1.82
H  0.85  2.45  -3.13
H  0.43  3.61  -1.83
H  0.89  4.18  -3.45
O  -1.07  -0.60  -5.04
C  -0.36  -0.38  -4.13
N  0.43  -0.19  -3.25

Output
largest force on an atom	1.0	eV Å⁻¹
LUMO	-0.027	Ha
E_tot	-251786.406	eV
frontier orbital gap	7.3	eV
ΔE to the lowest compared entry with this formula, charge and spin	62.6	kcal per mole
E_HOMO	-8.05	eV